1.
Molecular formula: C30H50BN5P2PdSe
Method: DFT, ωB97M-V with the def2-TZVPD basis set

Geometry as XYZ:
```
90
Properties=species:S:1:pos:R:3:lowdin_charge:R:1
Pd 0.09 -0.71 0.27 0.565
C 1.65 0.75 4.29 -0.090
C 0.16 0.48 4.04 -0.683
C -0.68 1.26 5.05 -0.083
C -0.10 -1.02 4.26 -0.101
P -0.26 0.81 2.25 1.127
C -2.11 0.86 2.37 -0.269
N -2.59 0.50 1.06 -0.026
B -1.82 -0.26 0.11 -0.607
N -2.58 -0.21 -1.10 -0.012
C -2.11 -0.67 -2.37 -0.274
P -0.31 -1.02 -2.17 1.127
C -0.25 -2.89 -2.34 -0.675
C -1.32 -3.48 -1.42 -0.108
C -0.48 -3.43 -3.75 -0.090
C 1.13 -3.36 -1.85 -0.105
C 0.37 -0.18 -3.68 -0.679
C -0.45 -0.38 -4.95 -0.081
C 1.81 -0.63 -3.98 -0.083
C 0.38 1.32 -3.32 -0.097
C -3.73 0.57 -0.90 -0.161
C -4.72 0.94 -1.78 -0.017
C -5.74 1.77 -1.30 -0.104
C -5.76 2.19 0.02 -0.103
C -4.75 1.81 0.91 -0.018
C -3.74 1.00 0.44 -0.172
C 0.15 2.57 1.76 -0.677
C -0.17 3.64 2.81 -0.089
C -0.64 2.89 0.49 -0.091
C 1.65 2.63 1.42 -0.092
H 1.92 0.35 5.27 0.089
H 1.88 1.81 4.28 0.068
H 2.28 0.26 3.54 0.061
H -0.37 0.95 6.06 0.092
H -1.74 1.05 4.96 0.075
H -0.54 2.34 5.00 0.058
H 0.25 -1.29 5.26 0.091
H 0.42 -1.64 3.53 0.030
H -1.16 -1.27 4.20 0.082
H -2.48 1.84 2.68 0.092
H -2.44 0.13 3.12 0.090
H -2.28 0.10 -3.12 0.078
H -2.62 -1.58 -2.72 0.094
H -2.32 -3.39 -1.85 0.079
H -1.33 -3.02 -0.43 0.045
H -1.11 -4.54 -1.26 0.067
H -1.44 -3.11 -4.17 0.079
H -0.50 -4.53 -3.70 0.092
H 0.31 -3.17 -4.45 0.063
H 1.29 -3.12 -0.80 0.029
H 1.95 -2.92 -2.42 0.065
H 1.19 -4.45 -1.95 0.087
H -0.44 -1.40 -5.32 0.063
H -0.02 0.26 -5.73 0.092
H -1.49 -0.08 -4.84 0.071
H 1.87 -1.68 -4.24 0.068
H 2.49 -0.46 -3.15 0.048
H 2.19 -0.05 -4.83 0.092
H -0.63 1.72 -3.19 0.084
H 0.86 1.88 -4.13 0.090
H 0.93 1.52 -2.40 0.053
H -4.72 0.60 -2.81 0.106
H -6.54 2.07 -1.97 0.096
H -6.56 2.83 0.37 0.096
H -4.77 2.14 1.94 0.105
H -1.19 3.58 3.18 0.074
H -0.04 4.63 2.35 0.089
H 0.51 3.60 3.66 0.070
H -1.70 3.04 0.68 0.086
H -0.54 2.09 -0.26 0.049
H -0.23 3.81 0.06 0.094
H 2.30 2.29 2.22 0.063
H 1.92 3.67 1.19 0.090
H 1.87 2.02 0.54 0.052
Se 0.32 -5.59 1.38 0.419
C 0.43 -3.79 1.48 -0.960
N 0.50 -2.63 1.54 -0.048
N 6.55 -0.09 0.50 0.121
C 5.20 -0.26 0.41 -0.317
C 4.48 -0.93 1.40 -0.005
C 3.11 -1.06 1.27 -0.147
N 2.41 -0.57 0.24 -0.025
C 3.10 0.08 -0.69 -0.172
C 4.47 0.26 -0.67 -0.007
H 7.07 -0.63 1.17 0.099
H 7.06 0.22 -0.31 0.098
H 4.98 -1.36 2.26 0.115
H 2.53 -1.61 2.01 0.081
H 2.52 0.50 -1.49 0.066
H 4.96 0.80 -1.47 0.114
```

For the energy above the lowest of the compared OMol25 structures with the same formula, charge and spin, the calculation gives 17.46 kcal/mol. As for the orbital gap: 7.1 eV. Its multiplicity is 1. The calculation puts the LUMO energy at 0.41 eV.

---

2.
Molecular formula: C30H50CdCl2N3O4Si
Method: DFT, ωB97M-V with the def2-TZVPD basis set

Geometry as XYZ:
```
91
Properties=species:S:1:pos:R:3:lowdin_charge:R:1
C -0.96 5.15 0.40 -0.032
C 0.10 5.55 -0.57 -0.224
H -0.84 5.72 1.33 0.070
H -0.87 4.07 0.61 0.084
H -1.97 5.35 0.02 0.096
C 0.66 6.77 -0.60 -0.111
C 0.38 7.85 0.39 -0.108
H 1.34 7.04 -1.41 0.101
H 0.35 7.49 1.42 0.070
H -0.56 8.38 0.18 0.080
H 1.19 8.58 0.32 0.066
Cd -0.62 -1.83 0.99 1.173
Cl -1.86 -0.11 -0.32 -0.169
C 0.43 -1.86 -2.08 -0.320
O 0.65 -2.30 -0.92 -0.137
N 1.34 -1.96 -3.06 -0.181
C 2.68 -2.44 -2.76 -0.034
C 1.05 -1.46 -4.39 -0.048
H -0.51 -1.36 -2.36 0.106
H 2.63 -3.22 -1.99 0.091
H 3.33 -1.63 -2.39 0.088
H 3.10 -2.84 -3.69 0.081
H -0.02 -1.57 -4.59 0.097
H 1.63 -2.03 -5.12 0.084
H 1.30 -0.39 -4.49 0.067
H 0.34 -7.26 1.03 0.093
H -2.09 -7.71 1.73 0.091
C 0.42 -6.65 1.94 -0.044
C -1.94 -7.02 2.57 -0.052
N -0.88 -6.07 2.25 -0.182
H 1.17 -5.87 1.82 0.085
C -1.12 -4.78 2.01 -0.307
O -0.30 -4.07 1.39 -0.160
H -2.88 -6.51 2.79 0.086
H -2.07 -4.37 2.40 0.101
H 0.70 -7.32 2.76 0.081
H -1.63 -7.61 3.45 0.080
H -1.62 0.27 5.40 0.075
H -0.25 1.18 3.00 0.086
C -0.61 -0.05 5.71 -0.089
C 0.49 1.08 3.81 -0.059
N 0.29 -0.14 4.56 -0.214
H -0.68 -1.01 6.23 0.086
C 0.65 -1.30 3.99 -0.429
O 1.16 -1.40 2.86 -0.135
H 1.50 1.09 3.39 0.088
H 0.46 -2.20 4.61 0.125
H -0.20 0.71 6.39 0.079
H 0.37 1.94 4.48 0.084
O 1.01 3.36 -0.72 -0.179
C 0.54 4.44 -1.54 -0.267
C 2.86 5.22 -2.23 -0.062
C 1.55 4.90 -2.60 -0.207
H 3.16 5.07 -1.19 0.118
C 3.73 5.77 -3.17 -0.079
H -0.37 4.07 -2.03 0.155
C 1.11 5.16 -3.90 -0.030
H 4.76 5.97 -2.86 0.102
C 3.29 6.06 -4.46 -0.099
C 1.98 5.76 -4.83 -0.086
H 0.08 4.92 -4.17 0.118
H 3.97 6.55 -5.16 0.097
H 1.63 5.97 -5.84 0.099
Si 1.99 2.01 -0.84 0.394
Cl -2.12 -1.67 3.06 -0.191
C 3.70 2.43 -0.23 -0.165
C 2.01 1.52 -2.64 -0.139
C 1.20 0.76 0.28 -0.219
H 4.17 3.16 -0.90 0.010
H 4.31 1.52 -0.21 0.033
H 3.67 2.86 0.78 0.039
H 0.74 1.22 1.16 0.009
H 1.84 -0.08 0.60 0.036
H 0.36 0.37 -0.32 -0.113
H 2.25 2.40 -3.26 0.030
H 1.01 1.16 -2.95 0.037
H 2.75 0.74 -2.86 0.027
C -3.06 -3.08 -0.56 -0.173
C -3.94 -3.94 0.09 -0.403
C -4.87 -3.48 1.07 -0.102
C -5.71 -4.37 1.71 -0.150
C -5.60 -5.75 1.44 -0.197
C -4.66 -6.22 0.51 -0.186
C -3.84 -5.34 -0.16 -0.123
H -3.24 -2.02 -0.55 -0.089
H -2.29 -3.50 -1.21 -0.001
H -4.84 -2.42 1.33 0.086
H -6.44 -4.01 2.44 0.084
H -6.23 -6.45 1.97 0.055
H -4.58 -7.29 0.31 0.080
H -3.10 -5.67 -0.89 0.090
```

For the energy above the lowest of the compared OMol25 structures with the same formula, charge and spin, the calculation gives 0.00 kcal/mol. As for the orbital gap: 3.6 eV. Its multiplicity is 1. The charge is -1. The calculation puts the LUMO energy at 2.19 eV.

---

3.
Molecular formula: C30H50Cl2N3O7SSiY
Method: DFT, ωB97M-V with the def2-TZVPD basis set

Geometry as XYZ:
```
95
Properties=species:S:1:pos:R:3:lowdin_charge:R:1
C -2.18 3.54 -0.95 -0.054
C -2.19 3.44 0.53 -0.220
H -3.14 3.85 -1.35 0.070
H -1.88 2.58 -1.42 0.029
H -1.41 4.28 -1.23 0.096
C -3.22 3.81 1.39 -0.111
C -4.44 4.50 0.97 -0.111
H -3.08 3.60 2.44 0.095
H -4.54 4.62 -0.11 0.063
H -4.46 5.50 1.43 0.078
H -5.32 3.97 1.35 0.071
Y 0.15 0.08 -0.08 1.264
Cl -0.73 0.38 -2.52 -0.014
C 1.27 0.14 2.73 -0.291
O 0.54 -0.62 2.04 -0.122
N 1.63 -0.15 3.97 -0.154
C 1.15 -1.38 4.56 -0.016
C 2.37 0.80 4.79 -0.020
H 1.63 1.11 2.32 0.130
H 0.66 -1.98 3.78 0.092
H 0.44 -1.16 5.36 0.095
H 2.00 -1.92 4.97 0.093
H 2.60 1.68 4.19 0.100
H 3.30 0.31 5.12 0.091
H 1.77 1.08 5.66 0.087
H 3.54 -4.20 -1.17 0.089
H 4.47 -2.66 -3.10 0.075
C 2.54 -3.92 -1.51 -0.005
C 3.43 -2.44 -3.36 -0.025
N 2.63 -2.62 -2.16 -0.166
H 1.86 -3.84 -0.66 0.098
C 1.87 -1.67 -1.65 -0.352
O 1.11 -1.90 -0.70 -0.134
H 3.32 -1.40 -3.67 0.102
H 1.92 -0.66 -2.15 0.124
H 2.18 -4.64 -2.23 0.097
H 3.06 -3.13 -4.13 0.097
H -3.85 1.10 -0.56 0.091
H -4.49 1.05 1.91 0.088
C -3.81 0.00 -0.57 -0.028
C -4.53 -0.04 1.80 -0.038
N -3.59 -0.50 0.78 -0.165
H -3.01 -0.33 -1.23 0.033
C -2.49 -1.20 1.12 -0.295
O -1.59 -1.52 0.32 -0.110
H -4.25 -0.51 2.75 0.085
H -2.40 -1.38 2.21 0.149
H -4.78 -0.36 -0.93 0.094
H -5.54 -0.34 1.52 0.091
O -1.27 1.29 0.82 -0.350
C -1.05 2.63 1.11 -0.401
C -1.31 1.87 3.51 -0.048
C -0.78 2.80 2.61 -0.183
H -1.88 1.01 3.12 0.107
C -1.12 2.05 4.88 -0.093
H -0.13 2.99 0.56 0.135
C 0.01 3.86 3.05 -0.024
H -1.57 1.34 5.58 0.102
C -0.37 3.15 5.33 -0.113
C 0.20 4.05 4.42 -0.083
H 0.42 4.53 2.28 0.130
H -0.22 3.30 6.39 0.097
H 0.79 4.90 4.75 0.102
Si -1.60 -0.06 -7.33 0.104
Cl -3.02 1.48 -7.30 0.271
C -2.47 -1.60 -6.71 -0.218
C -0.21 0.48 -6.21 -0.228
C -1.04 -0.25 -9.11 -0.223
H -2.84 -1.44 -5.69 0.032
H -1.76 -2.44 -6.70 0.029
H -3.31 -1.86 -7.35 0.029
H -1.88 -0.51 -9.77 0.029
H -0.29 -1.05 -9.18 0.029
H -0.59 0.68 -9.48 0.029
H -0.56 0.63 -5.18 -0.046
H 0.24 1.41 -6.57 0.034
H 0.56 -0.30 -6.19 0.028
C 6.97 -3.82 1.11 -0.061
C 6.16 -2.60 0.80 -0.280
C 5.64 -1.86 1.87 -0.021
C 4.87 -0.73 1.64 -0.025
C 4.53 -0.47 0.32 -0.212
C 5.10 -1.09 -0.79 -0.039
C 5.92 -2.20 -0.52 -0.035
S 3.22 1.25 0.00 0.669
O 2.88 -0.20 0.53 -0.367
O 3.63 2.00 1.20 -0.419
O 1.82 1.73 -0.45 -0.537
H 7.85 -3.58 1.72 0.087
H 6.38 -4.56 1.68 0.087
H 7.32 -4.31 0.19 0.074
H 5.82 -2.17 2.91 0.123
H 4.43 -0.17 2.46 0.115
H 4.94 -0.72 -1.80 0.110
H 6.35 -2.79 -1.35 0.116
```

For the energy above the lowest of the compared OMol25 structures with the same formula, charge and spin, the calculation gives 25.75 kcal/mol. As for the orbital gap: 7.6 eV. Its multiplicity is 1. The calculation puts the LUMO energy at -0.36 eV.

---

4.
Molecular formula: C30H50Cl2N3O7SSiY
Method: DFT, ωB97M-V with the def2-TZVPD basis set

Geometry as XYZ:
```
95
Properties=species:S:1:pos:R:3:lowdin_charge:R:1
C -1.55 -0.68 -5.83 -0.060
C -1.02 -1.85 -5.04 -0.254
H -1.73 -0.93 -6.89 0.066
H -0.85 0.17 -5.77 0.068
H -2.50 -0.33 -5.40 0.078
C -0.52 -2.95 -5.62 -0.168
C -0.01 -2.96 -7.01 -0.140
H -0.63 -3.94 -5.13 0.101
H 0.65 -2.11 -7.22 0.076
H -0.84 -2.87 -7.73 0.064
H 0.51 -3.91 -7.23 0.062
Y 1.41 1.13 0.76 1.101
Cl 2.59 3.33 1.07 -0.072
C 0.42 -1.93 1.17 -0.253
O 1.35 -1.08 0.98 -0.175
N 0.41 -2.69 2.25 -0.142
C 1.56 -2.58 3.14 -0.018
C -0.56 -3.77 2.44 -0.014
H -0.41 -2.07 0.47 0.136
H 1.73 -1.53 3.42 0.094
H 2.46 -3.00 2.65 0.104
H 1.35 -3.17 4.03 0.088
H -1.56 -3.41 2.14 0.091
H -0.55 -4.05 3.50 0.091
H -0.28 -4.68 1.86 0.084
H 0.84 2.53 5.83 0.092
H -1.07 4.92 4.47 0.098
C 1.35 3.16 5.09 0.002
C -0.09 4.86 3.97 -0.016
N 0.45 3.50 4.00 -0.146
H 2.26 2.68 4.70 0.104
C 0.22 2.68 2.99 -0.363
O 0.73 1.51 2.91 -0.188
H -0.18 5.15 2.91 0.097
H -0.41 3.09 2.18 0.134
H 1.61 4.12 5.57 0.090
H 0.60 5.52 4.51 0.092
H 2.12 0.42 -4.41 0.089
H 2.43 -2.64 -4.07 0.087
C 3.11 0.24 -3.95 -0.023
C 3.30 -2.22 -3.55 -0.049
N 3.03 -0.89 -3.01 -0.149
H 3.49 1.14 -3.45 0.086
C 2.76 -0.77 -1.70 -0.286
O 2.89 0.27 -0.99 -0.208
H 3.58 -2.88 -2.71 0.095
H 2.41 -1.73 -1.26 0.130
H 3.81 -0.05 -4.75 0.085
H 4.13 -2.18 -4.27 0.093
O -0.10 -0.60 -3.51 -0.274
C -0.98 -1.60 -3.52 -0.490
C 0.34 -3.39 -2.17 -0.054
C -0.87 -2.79 -2.47 -0.126
H 1.26 -2.96 -2.59 0.063
C 0.39 -4.56 -1.37 -0.095
H -2.01 -1.22 -3.29 0.105
C -2.01 -3.26 -1.80 -0.044
H 1.35 -5.05 -1.22 0.097
C -0.78 -5.08 -0.81 -0.136
C -1.98 -4.39 -0.98 -0.101
H -2.96 -2.75 -1.95 0.108
H -0.74 -6.01 -0.22 0.098
H -2.88 -4.76 -0.50 0.100
Si -0.12 3.48 -2.42 0.349
Cl 0.45 1.47 -1.59 0.485
C 1.57 4.22 -2.66 -0.214
C -0.93 4.51 -1.07 -0.188
C -1.17 3.20 -3.90 -0.194
H 2.35 3.46 -2.83 0.021
H 1.85 4.78 -1.76 0.020
H 1.56 4.93 -3.50 0.038
H -0.54 2.88 -4.74 0.041
H -1.66 4.15 -4.21 0.044
H -1.97 2.46 -3.70 0.053
H -1.06 4.02 -0.10 0.015
H -1.88 4.93 -1.41 0.035
H -0.27 5.38 -0.90 0.035
C -1.06 0.80 7.85 -0.073
C -1.51 0.87 6.43 -0.319
C -1.14 -0.11 5.50 -0.046
C -1.54 -0.02 4.18 -0.031
C -2.34 1.06 3.75 -0.373
C -2.73 2.04 4.69 -0.026
C -2.32 1.93 6.00 -0.065
S -2.26 0.22 1.01 0.935
O -2.58 1.36 2.47 -0.260
O -2.14 -1.10 1.64 -0.470
O -0.90 0.73 0.62 -0.661
H -1.77 0.22 8.45 0.081
H -0.07 0.32 7.95 0.075
H -1.01 1.81 8.26 0.072
H -0.51 -0.95 5.82 0.113
H -1.20 -0.76 3.47 0.077
H -3.30 2.88 4.30 0.115
H -2.61 2.68 6.73 0.110
```

For the energy above the lowest of the compared OMol25 structures with the same formula, charge and spin, the calculation gives 66.01 kcal/mol. As for the orbital gap: 6.2 eV. Its multiplicity is 1. The calculation puts the LUMO energy at 0.20 eV.

---

5.
Molecular formula: C30H50Cl4FKMgN5O10S
Method: DFT, ωB97M-V with the def2-TZVPD basis set

Geometry as XYZ:
```
103
Properties=species:S:1:pos:R:3:lowdin_charge:R:1
C 0.69 1.96 -0.30 -0.193
C -0.08 2.31 -1.57 -0.238
C -0.89 1.10 -2.04 -0.202
N -1.75 1.45 -3.18 0.015
C -3.00 2.02 -2.84 -0.174
C -3.32 3.26 -3.34 -0.136
C -2.26 3.93 -4.22 -0.032
C -2.66 5.21 -4.91 -0.471
O -2.53 5.36 -6.09 0.170
O -3.17 6.26 -4.15 0.054
C -4.61 3.82 -3.02 -0.142
C -5.56 3.20 -2.23 -0.056
C -5.21 1.93 -1.72 -0.378
N -6.00 1.17 -0.94 -0.210
S -5.13 -0.13 -0.61 1.077
N -3.79 0.16 -1.42 -0.214
C -3.95 1.37 -2.01 -0.280
H 0.02 1.50 0.42 0.009
H 1.49 1.25 -0.52 0.012
H 1.15 2.83 0.16 0.057
H -0.74 3.17 -1.42 0.089
H 0.65 2.52 -2.35 0.113
H -1.44 0.64 -1.21 0.096
H -0.17 0.36 -2.39 0.121
H -1.85 0.68 -3.84 0.139
H -1.36 4.06 -3.62 0.127
H -2.02 3.21 -5.00 0.136
H -2.59 6.35 -3.38 0.090
H -4.89 4.80 -3.41 0.099
H -6.52 3.65 -2.04 0.102
K -4.02 5.48 -0.94 0.930
C 3.55 -2.55 -3.77 -0.119
C 2.08 -2.29 -4.05 -0.089
O 1.56 -1.96 -2.74 0.066
C 2.60 -1.52 -2.02 -0.562
O 2.50 -1.00 -0.92 -0.102
O 3.76 -1.71 -2.61 0.100
H 4.21 -2.27 -4.59 0.094
H 3.75 -3.58 -3.50 0.136
H 1.92 -1.44 -4.71 0.130
H 1.56 -3.15 -4.46 0.131
C 5.76 -1.55 1.13 -0.659
O 5.59 -2.75 1.06 0.038
N 6.81 -1.01 1.85 0.150
N 4.95 -0.65 0.52 0.181
H 6.98 -0.02 1.92 0.088
H 7.41 -1.66 2.31 0.033
H 4.18 -1.01 -0.02 0.065
H 5.09 0.35 0.57 0.101
C -12.70 5.33 -0.30 -0.107
C -11.64 6.29 -0.83 -0.268
C -10.67 5.65 -1.82 -0.226
C -9.84 4.50 -1.24 -0.224
C -8.99 4.86 -0.02 -0.258
C -7.94 5.93 -0.32 -0.111
H -12.26 4.51 0.26 0.066
H -13.39 5.85 0.37 0.072
H -13.29 4.91 -1.12 0.078
H -11.09 6.73 0.01 0.098
H -12.14 7.12 -1.33 0.107
H -10.01 6.42 -2.22 0.101
H -11.24 5.27 -2.67 0.113
H -9.18 4.12 -2.03 0.102
H -10.49 3.67 -0.98 0.107
H -8.48 3.96 0.33 0.104
H -9.63 5.19 0.80 0.105
H -7.27 5.60 -1.12 0.041
H -7.34 6.13 0.58 0.070
H -8.40 6.88 -0.62 0.075
C 3.39 0.79 3.44 -1.568
Cl 3.05 2.33 2.66 0.525
Cl 4.65 0.98 4.67 0.504
Cl 1.94 0.08 4.13 0.517
H 3.77 0.11 2.68 -0.026
O 5.25 -8.45 4.15 0.075
C 5.31 -7.85 3.11 -0.533
O 6.51 -7.65 2.56 -0.004
C 6.70 -7.11 1.24 -0.210
C 6.71 -5.60 1.26 -0.066
C 4.09 -7.24 2.46 0.029
H 5.96 -7.52 0.54 0.117
H 7.67 -7.49 0.91 0.123
H 5.76 -5.19 1.60 0.060
H 6.91 -5.20 0.27 0.094
H 7.47 -5.24 1.94 0.063
H 3.92 -6.25 2.89 0.102
H 3.24 -7.88 2.68 0.095
H 4.16 -7.15 1.38 0.077
Cl 0.96 -0.75 0.87 0.235
F 5.93 -2.12 -4.09 -0.539
O 8.01 -3.46 4.06 -0.162
C 7.83 -4.47 4.76 -0.484
O 6.71 -5.12 4.71 0.094
C 6.70 -6.20 5.70 -0.081
C 8.17 -6.47 5.96 -0.114
C 8.79 -5.09 5.75 -0.081
H 6.17 -5.85 6.58 0.142
H 6.18 -7.06 5.29 0.096
H 8.36 -6.91 6.94 0.129
H 8.56 -7.16 5.21 0.131
H 8.78 -4.49 6.67 0.140
H 9.80 -5.14 5.35 0.115
Mg 9.70 -2.31 4.14 0.867
```

As for the orbital gap: 1.5 eV. Its multiplicity is 1. The charge is +1. The calculation puts the LUMO energy at -6.81 eV.

---

Look up the multiplicity of the second one.
1